Entry 1:
Below is a structure of composition C18H15BrNO3RuS, with properties calculated with ωB97M-V/def2-TZVPD.

Last column: natural (NBO) charge in e.
CARTESIAN COORDINATES (ANGSTROEM)
Ru -0.05711 -0.01959 -0.12577  1.459
C 1.19432 -2.55614 1.75568  -0.663
C 0.78414 -1.39316 2.60222  0.315
C 0.83747 -1.51087 4.00442  -0.270
C 0.45509 -0.47024 4.79638  -0.064
C 0.00481 0.73072 4.21087  -0.025
C -0.41160 1.84242 4.97833  -0.166
C -0.84412 2.98164 4.36208  -0.189
C -0.87072 3.05624 2.95946  -0.151
C -0.46888 1.98999 2.19181  -0.200
S -0.45521 2.13519 0.43988  0.066
C -0.02711 0.79851 2.80552  0.139
N 0.36583 -0.26817 2.02648  -0.528
H 1.48756 -3.39195 2.38502  0.243
H 2.03082 -2.29008 1.11123  0.256
H 0.37054 -2.88213 1.11947  0.241
H 1.18180 -2.44159 4.43016  0.245
H 0.49088 -0.55437 5.87547  0.239
H -0.38216 1.77141 6.05769  0.235
H -1.16510 3.83442 4.94345  0.243
H -1.20925 3.96369 2.47653  0.243
Br -0.53987 -0.56772 -7.33398  0.117
C -0.35994 0.09831 -5.58111  -0.065
C 0.69551 0.94338 -5.27270  -0.214
C 0.81991 1.43720 -3.98187  -0.184
C -0.09629 1.07593 -3.00737  -0.245
C -1.14020 0.21008 -3.31964  -0.100
C -1.28678 -0.26536 -4.61568  -0.224
C -2.13458 -0.28155 -2.32043  0.760
O -3.26203 -0.57315 -2.56587  -0.498
O -1.64455 -0.45540 -1.05429  -0.683
H 1.40536 1.22090 -6.03933  0.245
H 1.62483 2.11870 -3.74195  0.234
H -0.00467 1.52742 -2.02219  0.192
H -2.11284 -0.92003 -4.85624  0.260
C 0.93635 -2.22533 -1.99001  -0.269
O 1.03516 -1.31072 -0.91034  -0.615
H 0.70582 -1.67890 -2.90620  0.211
H 0.14889 -2.95430 -1.79172  0.199
H 1.89791 -2.72538 -2.09546  0.211

Properties
relative energy (zero: lowest compared OMol25 entry of this formula, charge and spin): 4.7 kcal per mole
Kohn-Sham gap (spin up / spin down): 7.2 / 5.9 eV
multiplicity: 5
net charge: +1

Entry 2:
Below is an isolated molecule of C18H15BrO4S in a non-equilibrium geometry, with properties calculated with ωB97M-V/def2-TZVPD.

Last column: natural (NBO) charge in e.
CARTESIAN COORDINATES (ANGSTROEM)
C -4.91111 -0.75127 -0.79761  -0.602
C -4.11128 -1.05643 -2.06703  -0.240
C -4.67504 -2.22698 -2.80771  -0.595
C -2.56116 -1.24632 -1.69394  0.036
C -1.50448 -0.43004 -2.26655  -0.193
C -0.14968 -0.62082 -1.92953  -0.215
C 0.10625 -1.51031 -0.90491  -0.269
S 1.82100 -1.64709 -0.22508  2.092
O 2.78355 -2.15666 -1.16408  -0.895
O 1.78223 -2.57131 0.96921  -0.940
C 2.42992 0.00541 0.35387  -0.391
C 2.59401 0.27091 1.65143  -0.066
C 3.22210 1.44712 2.18546  -0.152
C 3.09919 1.83190 3.53149  -0.163
C 3.46590 3.11883 3.96639  -0.086
Br 2.84263 3.66484 5.71000  0.067
C 4.07004 4.00987 3.07313  -0.198
C 4.20702 3.51338 1.70811  -0.221
C 3.72485 2.30364 1.32560  0.303
O 3.78368 1.95979 -0.04613  -0.462
C 3.08029 0.89945 -0.56564  0.743
O 2.94901 0.64170 -1.75352  -0.548
C -0.86176 -2.22783 -0.20672  -0.167
C -2.16543 -2.12276 -0.75792  -0.233
H -4.85743 -1.52921 -0.03098  0.204
H -5.97079 -0.54604 -1.02959  0.213
H -4.50391 0.16492 -0.28461  0.213
H -4.29645 -0.22899 -2.69763  0.207
H -4.23346 -3.20986 -2.37988  0.204
H -5.75211 -2.19949 -2.81704  0.214
H -4.31464 -2.22271 -3.79390  0.212
H -1.87704 0.26892 -3.05544  0.218
H 0.56731 0.01378 -2.42873  0.262
H 2.10810 -0.47177 2.33859  0.255
H 2.72192 1.20354 4.26521  0.229
H 4.44910 5.00827 3.39789  0.250
H 4.68575 4.09599 0.88445  0.247
H -0.74703 -2.80114 0.68675  0.258
H -3.00105 -2.64525 -0.34341  0.210

Properties
relative energy (zero: lowest compared OMol25 entry of this formula, charge and spin): 40.1 kcal per mole
Kohn-Sham gap: 8.8 eV
net charge: 0
SMILES: CC(C)c1ccc(S(=O)(=O)c2cc3cc(Br)ccc3oc2=O)cc1

Entry 3:
Below is an isolated molecule of C18H15ClN4O2, with properties calculated with ωB97M-V/def2-TZVPD.

Last column: natural (NBO) charge in e.
CARTESIAN COORDINATES (ANGSTROEM)
C 6.44272 0.23029 -1.08329  -0.630
C 5.11591 0.25215 -0.39751  -0.046
C 4.31162 1.38425 -0.40042  -0.175
C 3.08507 1.40988 0.23780  -0.266
C 2.61994 0.27342 0.89094  0.215
N 1.38494 0.26144 1.56457  -0.640
C 0.15537 0.65443 1.13984  0.664
O -0.78673 0.68328 1.90011  -0.593
C -0.02076 0.88765 -0.37030  -0.142
C -1.03360 2.00056 -0.62621  -0.503
C -2.43806 1.64989 -0.15236  0.732
O -3.24221 2.47241 0.19873  -0.552
N -2.72182 0.31040 -0.25765  -0.458
C -1.81372 -0.68625 -0.60903  0.572
N -2.31222 -1.87702 -0.63174  -0.490
C -3.64196 -1.72404 -0.27058  0.092
C -4.63724 -2.67620 -0.13372  -0.211
C -5.89173 -2.23902 0.25647  -0.216
C -6.15290 -0.89604 0.50458  -0.223
C -5.16788 0.07088 0.37161  -0.240
C -3.92011 -0.36533 -0.01708  0.167
N -0.53852 -0.34501 -0.94699  -0.591
C 3.41469 -0.86760 0.92195  -0.270
C 4.64239 -0.86807 0.28478  -0.012
Cl 5.60269 -2.30415 0.34357  0.016
H 7.23302 0.00838 -0.36738  0.231
H 6.65101 1.18671 -1.55403  0.219
H 6.46138 -0.55018 -1.84292  0.231
H 4.66145 2.27262 -0.90414  0.218
H 2.50073 2.31716 0.25183  0.222
H 1.39549 -0.10265 2.51064  0.415
H 0.92973 1.10764 -0.86032  0.234
H -1.10076 2.18734 -1.70203  0.247
H -0.73084 2.92474 -0.13349  0.249
H -4.43175 -3.71690 -0.32495  0.221
H -6.68847 -2.95905 0.37275  0.211
H -7.14481 -0.59790 0.80929  0.213
H -5.35868 1.11359 0.56525  0.242
H 0.09188 -1.13364 -0.98010  0.413
H 3.07476 -1.75010 1.44151  0.233

Properties
relative energy (zero: lowest compared OMol25 entry of this formula, charge and spin): 0.0 kcal per mole
Kohn-Sham gap: 8.4 eV
net charge: 0
SMILES: Cc1ccc(NC(=O)[C@@H]2CC(=O)n3c(nc4ccccc43)N2)cc1Cl

Entry 4:
Below is a structure of composition C18H15F3MoN4O8P2S, with properties calculated with ωB97M-V/def2-TZVPD.

Last column: natural (NBO) charge in e.
CARTESIAN COORDINATES (ANGSTROEM)
Mo 0.48363 -0.10946 -0.20556  1.391
O -0.61931 -4.04630 -1.18482  -0.621
C -0.47727 -2.83374 -1.11807  0.624
N 0.03160 -2.13259 -0.09471  -0.607
C 0.39237 -2.88630 1.08384  -0.289
C 0.23618 -1.95855 2.24005  0.276
C 0.27176 -2.36573 3.56782  -0.240
C 0.18571 -1.41745 4.56507  -0.121
C 0.08482 -0.07483 4.21335  -0.258
C 0.06918 0.25734 2.87985  0.092
N 0.11210 -0.67003 1.90890  -0.442
C -0.97128 -1.93078 -2.20253  0.160
C -1.58351 -2.44901 -3.32751  -0.207
C -2.11142 -1.57231 -4.25663  -0.132
C -2.00756 -0.21123 -4.01565  -0.247
C -1.36068 0.22692 -2.87648  0.080
N -0.84156 -0.61516 -1.97376  -0.438
H -0.23727 -3.77336 1.18086  0.241
H 1.43707 -3.21758 1.03247  0.262
H 0.37895 -3.41767 3.79290  0.234
H 0.21349 -1.71157 5.60564  0.228
H 0.04717 0.70557 4.95884  0.236
H 0.05460 1.28804 2.55753  0.229
H -1.63260 -3.52392 -3.42484  0.258
H -2.59867 -1.93928 -5.15012  0.227
H -2.40806 0.51800 -4.70519  0.233
H -1.22913 1.28217 -2.69365  0.226
O 4.15583 -1.42914 -2.29165  -0.973
P 3.33827 -1.13117 -0.97162  2.574
O 1.94671 -0.74857 -1.48510  -1.046
O 3.40229 -2.18857 0.06740  -1.161
O 4.01358 0.21397 -0.40445  -1.083
P 3.50233 0.77466 1.04543  2.575
O 3.95281 -0.37410 2.04342  -1.014
O 4.04563 2.08324 1.37098  -1.078
O 1.96020 0.66267 0.92018  -1.070
H 5.06495 -1.69609 -2.11342  0.514
H 3.82074 -1.24618 1.61108  0.529
F -0.02681 5.24675 -0.90762  -0.303
C -1.21713 4.74697 -1.24661  0.983
F -2.12378 5.72593 -1.08376  -0.323
F -1.18047 4.46431 -2.56035  -0.318
C -1.57672 3.53148 -0.43772  -0.224
C -2.74033 3.49172 0.29540  -0.087
C -3.08875 2.33845 1.00286  -0.296
C -2.23606 1.26427 0.95019  0.091
N -1.08951 1.30636 0.25781  -0.523
C -0.73396 2.40111 -0.45390  0.111
S 0.72648 2.16174 -1.32339  0.028
H -3.38873 4.35691 0.31208  0.243
H -4.00221 2.28378 1.57496  0.236
H -2.44569 0.33833 1.47021  0.219

Properties
Kohn-Sham gap (spin up / spin down): 8.0 / 7.8 eV
multiplicity: 3
net charge: 0